1.
This record from OMol25 describes an isolated molecule of C23H24N2O6. The level of theory is ωB97M-V/def2-TZVPD.

The calculation puts the max |F| at 0.63 eV Å⁻¹. The value obtained for the energy above the lowest of the compared OMol25 structures with the same formula, charge and spin is 24.83 kcal per mole. Its SMILES is CCCOc1ccc(C(=O)CCC(=O)OCC(=O)N2CC(=O)Nc3ccccc32)cc1. The value obtained for the orbital gap is 8.625 eV.

Atoms and positions in Å:
C1 1.68260 1.50168 -5.25043
C2 1.22953 1.83438 -3.83542
C3 -0.13589 2.52536 -3.84187
O1 -0.58069 2.86721 -2.54150
C4 -1.07448 1.91488 -1.71974
C5 -1.36349 2.33651 -0.41582
C6 -1.84591 1.44775 0.51166
C7 -2.10665 0.11705 0.16480
C8 -2.61051 -0.78523 1.21293
O2 -2.33193 -0.61224 2.38457
C9 -3.51148 -1.93776 0.79583
C10 -2.89275 -3.27614 1.22858
C11 -1.56461 -3.43519 0.52477
O3 -1.41652 -3.49464 -0.66602
O4 -0.56296 -3.45824 1.41171
C12 0.76997 -3.44295 0.91349
C13 1.31441 -2.02227 0.69919
O5 1.88441 -1.75227 -0.33691
N1 1.13251 -1.13237 1.70850
C14 0.60883 -1.46443 3.01988
C15 1.51101 -0.97937 4.14690
O6 1.66252 -1.58166 5.18399
N2 2.09778 0.21575 3.89782
C16 1.97922 0.90018 2.69164
C17 2.35667 2.23248 2.59931
C18 2.27182 2.89610 1.38919
C19 1.80957 2.22825 0.26905
C20 1.42845 0.90050 0.35262
C21 1.50937 0.22280 1.55976
C22 -1.83446 -0.29586 -1.13803
C23 -1.31056 0.58421 -2.06427
H1 2.65539 1.01839 -5.22769
H2 1.75909 2.40483 -5.85183
H3 0.97685 0.82815 -5.73172
H4 1.17974 0.92116 -3.23960
H5 1.95424 2.49865 -3.36070
H6 -0.88113 1.90979 -4.35953
H7 -0.06307 3.48351 -4.36456
H8 -1.17933 3.36734 -0.15903
H9 -2.04682 1.76712 1.52324
H10 -4.46399 -1.81009 1.31511
H11 -3.69176 -1.93451 -0.27707
H12 -3.55230 -4.09520 0.93971
H13 -2.73276 -3.28672 2.30613
H14 0.80894 -3.94174 -0.06048
H15 1.38811 -3.98722 1.63248
H16 -0.37512 -0.98904 3.15292
H17 0.47802 -2.53672 3.13917
H18 2.62990 0.64462 4.64385
H19 2.72325 2.73857 3.48035
H20 2.57019 3.93096 1.32364
H21 1.73711 2.74196 -0.67619
H22 1.07577 0.38224 -0.52150
H23 -1.97048 -1.32548 -1.43102
H24 -1.08565 0.21500 -3.05184

Löwdin atomic charges, in units of e:
1 C -0.10
2 C -0.23
3 C -0.20
4 O -0.04
5 C -0.27
6 C 0.00
7 C 0.00
8 C -0.15
9 C -0.35
10 O 0.08
11 C -0.09
12 C -0.06
13 C -0.48
14 O 0.13
15 O 0.00
16 C -0.05
17 C -0.39
18 O 0.09
19 N 0.05
20 C -0.02
21 C -0.44
22 O 0.08
23 N 0.16
24 C -0.16
25 C -0.02
26 C -0.08
27 C -0.08
28 C -0.01
29 C -0.11
30 C -0.01
31 C 0.00
32 H 0.07
33 H 0.07
34 H 0.07
35 H 0.10
36 H 0.11
37 H 0.12
38 H 0.13
39 H 0.13
40 H 0.12
41 H 0.13
42 H 0.11
43 H 0.13
44 H 0.13
45 H 0.14
46 H 0.14
47 H 0.13
48 H 0.13
49 H 0.16
50 H 0.11
51 H 0.10
52 H 0.10
53 H 0.10
54 H 0.10
55 H 0.11

2.
This record from OMol25 describes the ion C10H10ClN2O with charge +1 in a non-equilibrium geometry. The level of theory is ωB97M-V/def2-TZVPD.

The calculation puts the max |F| at 6.80 eV Å⁻¹. The value obtained for the energy above the lowest of the compared OMol25 structures with the same formula, charge and spin is 56.17 kcal per mole. Its SMILES is Clc1[nH]cc[n+]1OCc1ccccc1. The net charge is +1. The value obtained for the orbital gap is 8.976 eV.

Atoms and positions in Å:
Cl1 2.57733 0.65655 0.13606
C1 1.49262 0.32226 -1.09825
N1 1.63303 -0.49868 -2.10143
C2 0.61052 -0.35013 -3.01408
C3 -0.21160 0.69779 -2.54144
N2 0.31307 1.16552 -1.40075
O1 -0.12410 2.07813 -0.63269
C4 -1.23940 1.76927 0.26622
C5 -0.84279 0.51969 1.05556
C6 -1.28236 -0.66421 0.52085
C7 -1.00815 -1.85336 1.35545
C8 -0.03071 -1.89208 2.30094
C9 0.58734 -0.63925 2.60469
C10 0.12644 0.55403 2.04189
H1 2.38493 -1.09842 -2.34495
H2 0.78608 -0.76989 -3.97546
H3 -1.02837 1.19081 -3.05327
H4 -2.07551 1.44962 -0.29137
H5 -1.13873 2.68532 0.93815
H6 -1.92589 -0.65274 -0.36447
H7 -1.55581 -2.73355 1.23153
H8 0.05179 -2.79801 2.74293
H9 1.34230 -0.56661 3.29531
H10 0.55796 1.42794 2.32857

Löwdin atomic charges, in units of e:
1 Cl 0.90
2 C -0.59
3 N 0.11
4 C 0.01
5 C 0.03
6 N -0.11
7 O -0.04
8 C -0.03
9 C -0.26
10 C -0.01
11 C -0.04
12 C -0.04
13 C -0.04
14 C -0.08
15 H 0.17
16 H 0.13
17 H 0.15
18 H 0.11
19 H 0.18
20 H 0.11
21 H 0.09
22 H 0.08
23 H 0.08
24 H 0.08

> What is the formula in the first record?

C23H24N2O6